[1]
This record from the OMol25 dataset describes a structure of composition C29H37FIrN3O. The level of theory is wB97M-V/def2-TZVPD.

Structure (XYZ):
```
72
Properties=species:S:1:pos:R:3:forces:R:3
Ir 0.228 -0.733 0.273 -0.08 -1.04 0.12
C 1.291 -1.846 -3.054 -0.04 0.16 0.28
C 2.543 -0.961 -2.949 -0.04 -0.22 -0.05
C 3.330 -1.052 -4.256 0.03 0.12 0.09
C 3.377 -1.342 -1.730 -0.31 0.39 0.17
C 4.449 -2.210 -1.863 0.01 -0.09 0.08
C 5.228 -2.554 -0.770 0.04 -0.06 -0.04
C 4.928 -2.042 0.476 0.06 -0.08 0.00
C 3.857 -1.177 0.679 -0.36 0.13 0.01
C 3.674 -0.649 2.100 0.00 0.25 -0.05
C 4.371 0.710 2.266 -0.02 -0.15 0.01
C 2.252 -0.587 2.669 0.16 -0.18 -0.09
C 3.089 -0.818 -0.445 0.89 -0.51 -0.24
N 2.044 0.135 -0.308 -0.73 0.40 0.14
C 2.300 1.421 -0.657 0.21 0.01 -0.02
C 3.555 1.842 -1.165 0.04 0.02 0.00
C 3.768 3.152 -1.525 0.11 -0.07 -0.03
C 2.755 4.101 -1.391 -0.02 -0.03 0.01
C 1.516 3.732 -0.878 -0.01 0.13 -0.03
C 1.314 2.427 -0.520 0.02 -0.23 0.03
F 0.127 2.066 -0.006 -0.13 0.04 0.00
H 0.762 -1.676 -3.992 0.05 0.02 -0.02
H 0.588 -1.634 -2.240 -0.01 -0.08 0.02
H 1.560 -2.902 -2.986 0.00 -0.01 -0.06
H 2.227 0.078 -2.842 -0.06 -0.02 0.02
H 3.534 -2.088 -4.531 0.01 0.03 -0.03
H 4.277 -0.516 -4.179 0.04 -0.03 -0.07
H 2.749 -0.604 -5.062 0.01 -0.03 -0.02
H 4.693 -2.615 -2.836 -0.01 0.01 0.03
H 6.071 -3.220 -0.896 -0.01 0.00 0.01
H 5.547 -2.311 1.324 -0.04 -0.01 0.02
H 4.212 -1.359 2.732 0.02 -0.01 -0.02
H 3.842 1.494 1.722 0.00 0.03 -0.01
H 5.396 0.667 1.896 0.00 0.03 0.00
H 4.400 0.985 3.321 -0.01 0.06 -0.02
H 1.666 0.220 2.222 -0.08 0.08 -0.04
H 2.304 -0.371 3.738 -0.02 -0.01 0.00
H 1.734 -1.540 2.546 -0.06 0.03 0.01
H 4.344 1.109 -1.261 0.00 0.03 -0.01
H 4.734 3.442 -1.914 -0.01 0.02 0.00
H 2.932 5.126 -1.683 -0.02 0.01 0.01
H 0.717 4.449 -0.756 -0.01 -0.03 0.02
C -4.672 1.307 2.119 0.07 0.13 0.16
N -3.972 0.577 1.065 0.00 -0.07 -0.09
C -4.704 -0.126 0.016 0.04 -0.09 -0.13
C -2.650 0.523 1.058 -0.07 0.21 0.20
O -1.997 -0.098 0.208 0.25 -0.24 -0.07
H -5.742 1.232 1.960 0.00 -0.03 -0.06
H -4.402 2.364 2.115 -0.01 -0.02 -0.04
H -4.446 0.891 3.101 -0.01 -0.02 -0.03
H -5.771 -0.003 0.169 0.00 0.04 0.06
H -4.459 -1.188 0.029 -0.01 0.03 0.01
H -4.435 0.271 -0.963 0.00 0.00 0.02
H -2.168 1.092 1.864 0.04 -0.10 0.01
C -2.819 -3.559 0.402 0.03 -0.02 -0.02
C -1.637 -4.479 0.388 0.08 0.28 0.10
C -1.774 -5.836 0.231 -0.04 -0.12 0.02
C -0.663 -6.679 0.210 0.04 0.13 0.02
C 0.619 -6.147 0.355 0.00 -0.14 0.03
C 0.826 -4.798 0.517 -0.05 0.29 -0.05
C 2.199 -4.223 0.652 -0.08 0.01 -0.02
C -0.315 -3.905 0.525 -0.16 -0.96 -0.02
N -0.168 -2.621 0.646 0.25 1.51 -0.36
H -3.748 -4.126 0.421 -0.01 0.01 -0.01
H -2.814 -2.918 -0.484 0.00 0.01 0.02
H -2.783 -2.899 1.271 -0.02 0.00 -0.01
H -2.767 -6.259 0.135 0.00 0.01 -0.03
H -0.792 -7.745 0.085 -0.01 0.00 0.01
H 1.475 -6.811 0.348 0.00 0.01 -0.01
H 2.950 -5.011 0.660 0.02 0.01 0.01
H 2.291 -3.637 1.569 0.03 -0.02 0.00
H 2.412 -3.546 -0.179 0.03 0.02 0.01
```
Positions in Å, forces in eV/Å.

Computed properties:
E_LUMO (alpha / beta) (eV): -1.9 / -4.9
HOMO energy (alpha / beta) (eV): -9.8522 / -10.8419
Spin multiplicity: 6
Total charge: +1
Gap between HOMO and LUMO (alpha / beta) (eV): 8.0 / 5.9

Löwdin atomic charge list, values in e, 5 entries: number 1, Ir, carries 1.227; number 2, C, carries -0.049; number 3, C, carries -0.365; number 4, C, carries -0.070; number 5, C, carries -0.152

=====

[2]
This record from the OMol25 dataset describes a cluster of 6 separate species, C24H46BBrO10 in total. The level of theory is wB97M-V/def2-TZVPD.

Structure (XYZ):
```
82
Properties=species:S:1:pos:R:3:forces:R:3
O 5.232 0.990 4.279 0.83 -0.80 0.90
C 5.038 1.577 3.283 -0.56 1.44 -0.19
O 5.307 1.211 2.042 -0.14 -0.27 -0.28
C 4.777 2.207 1.106 0.60 -1.05 0.81
C 3.861 2.983 2.039 -0.62 2.25 -1.48
Br 4.146 4.899 1.479 0.14 0.09 0.25
C 2.333 2.818 1.963 0.64 -0.95 0.89
B 1.718 1.352 1.817 -1.04 -0.91 0.14
O 0.344 1.231 2.091 1.11 1.09 -0.48
O 2.379 0.202 1.390 0.15 1.24 -0.12
O 4.409 2.831 3.310 -0.17 -1.24 -0.54
H 5.654 2.746 0.761 -0.20 0.30 -0.07
H 4.294 1.660 0.305 -0.27 0.09 0.02
H 1.916 3.443 1.178 0.04 -0.07 -0.18
H 1.935 3.230 2.894 -0.05 0.09 -0.04
H -0.088 0.905 1.296 -0.38 -0.72 -0.08
H 2.801 -0.243 2.133 -0.10 -0.58 0.14
C 2.120 -3.036 5.365 0.13 -0.10 -0.04
C 2.701 -1.810 6.062 -0.22 0.05 0.05
C 3.153 -0.970 4.880 0.15 -0.13 0.10
O 2.260 -1.272 3.799 0.11 -0.01 0.07
C 1.475 -2.422 4.131 -0.19 0.04 -0.01
H 1.413 -3.595 5.976 -0.02 0.02 -0.01
H 2.926 -3.713 5.070 -0.03 0.00 0.00
H 1.915 -1.289 6.616 0.02 -0.01 0.00
H 3.511 -2.036 6.754 0.02 0.00 -0.04
H 4.166 -1.234 4.568 0.03 0.05 0.09
H 3.123 0.098 5.083 -0.02 0.01 -0.04
H 0.453 -2.089 4.339 0.00 -0.05 0.00
H 1.451 -3.102 3.279 0.03 0.06 -0.04
C -0.456 -0.852 -3.184 0.24 0.01 -0.05
C -0.725 -2.107 -2.364 -0.21 -0.06 -0.08
C -0.370 -1.646 -0.961 0.23 -0.02 0.12
O -0.667 -0.242 -0.906 0.03 0.01 -0.04
C -0.909 0.243 -2.232 -0.17 0.07 0.09
H -0.985 -0.827 -4.137 -0.03 0.00 0.02
H 0.614 -0.757 -3.386 -0.03 0.03 -0.01
H -1.783 -2.367 -2.413 0.01 -0.02 0.05
H -0.145 -2.973 -2.684 0.05 0.03 0.02
H 0.698 -1.776 -0.754 -0.01 -0.03 0.02
H -0.939 -2.166 -0.191 -0.04 0.08 0.02
H -1.982 0.438 -2.334 0.01 0.02 -0.07
H -0.370 1.180 -2.378 0.00 0.01 0.08
C -5.906 -3.689 -2.789 -0.09 -0.13 0.10
C -6.067 -2.300 -2.188 0.10 0.13 -0.08
C -4.919 -2.258 -1.192 0.00 -0.11 0.14
O -3.877 -3.078 -1.737 -0.17 -0.03 -0.04
C -4.393 -3.834 -2.837 0.11 0.10 -0.07
H -6.372 -3.801 -3.767 0.02 0.02 -0.01
H -6.334 -4.439 -2.119 0.01 -0.01 -0.03
H -5.926 -1.541 -2.959 -0.07 0.01 0.02
H -7.037 -2.132 -1.725 -0.01 0.01 -0.02
H -5.214 -2.678 -0.224 -0.03 0.05 0.01
H -4.536 -1.249 -1.028 0.08 -0.03 0.00
H -3.984 -3.415 -3.764 -0.03 -0.06 -0.04
H -4.062 -4.870 -2.751 0.06 0.02 0.05
C 9.887 4.701 0.590 -0.01 0.18 -0.06
C 9.611 4.515 2.077 0.09 -0.17 0.06
C 8.103 4.331 2.092 -0.16 0.13 -0.04
O 7.756 3.706 0.848 0.15 0.04 0.05
C 8.884 3.745 -0.035 -0.03 -0.19 0.01
H 10.914 4.481 0.303 -0.01 -0.02 0.00
H 9.663 5.728 0.295 0.01 -0.02 -0.01
H 10.105 3.609 2.437 -0.01 0.02 0.01
H 9.941 5.349 2.693 -0.02 0.01 -0.01
H 7.584 5.293 2.147 0.00 -0.01 0.06
H 7.761 3.707 2.919 -0.06 -0.04 -0.05
H 9.295 2.733 -0.113 0.04 0.02 -0.04
H 8.555 4.063 -1.025 -0.07 -0.01 0.02
C -10.483 -1.472 -4.973 -0.09 -0.14 0.08
C -10.645 -0.078 -4.381 0.00 0.14 -0.11
C -9.498 -0.028 -3.385 0.05 -0.09 0.13
O -8.456 -0.850 -3.922 -0.17 0.00 -0.07
C -8.970 -1.614 -5.018 0.13 0.11 -0.07
H -10.948 -1.592 -5.950 0.01 0.01 0.00
H -10.911 -2.217 -4.297 0.01 0.00 -0.02
H -10.502 0.676 -5.158 -0.01 0.00 0.02
H -11.616 0.092 -3.917 0.01 -0.02 0.01
H -9.795 -0.441 -2.414 -0.05 0.05 0.01
H -9.117 0.981 -3.228 0.07 -0.03 0.00
H -8.559 -1.203 -5.947 -0.03 -0.06 -0.04
H -8.639 -2.650 -4.923 0.05 0.02 0.05
```
Positions in Å, forces in eV/Å.

Computed properties:
E_LUMO (eV): 0.7
HOMO energy (eV): -9.3833
Gap between HOMO and LUMO (eV): 10.1

Löwdin atomic charge list, values in e, 5 entries: number 1, O, carries 0.174; number 2, C, carries -0.555; number 3, O, carries 0.086; number 4, C, carries -0.096; number 5, C, carries -0.734

=====

[3]
This record from the OMol25 dataset describes a structure of composition C26H34BrCrN11PS. The level of theory is wB97M-V/def2-TZVPD.

Structure (XYZ):
```
75
Properties=species:S:1:pos:R:3:forces:R:3
Cr -0.245 -0.982 -0.502 -0.42 0.30 -0.17
N 0.495 -3.782 1.443 -0.05 0.06 -0.02
C 1.514 -2.918 1.157 -0.06 -0.20 -0.05
N 2.725 -3.070 1.643 0.28 0.18 -0.06
N 3.420 -2.021 1.135 -0.11 -0.16 0.08
N 2.668 -1.291 0.409 -0.07 -0.23 0.05
N 1.410 -1.835 0.370 -0.05 0.44 0.00
C -0.784 -3.617 0.969 0.33 -0.02 0.17
N -1.744 -4.498 1.121 -0.24 0.03 -0.08
N -2.819 -3.905 0.541 0.08 0.02 0.05
N -2.516 -2.749 0.085 0.15 -0.12 0.12
N -1.191 -2.515 0.345 -0.36 -0.02 -0.20
H 0.714 -4.619 1.956 0.00 0.00 0.00
C 2.499 -0.597 -2.586 -0.02 0.02 -0.05
C 1.622 0.613 -2.525 0.14 -0.01 -0.05
C 2.069 1.799 -3.163 0.02 -0.05 0.01
C 1.277 2.900 -3.198 0.00 0.00 0.03
C -0.017 2.841 -2.634 0.04 0.09 -0.09
C -0.910 3.935 -2.685 0.01 -0.01 0.02
C -2.161 3.815 -2.150 -0.02 -0.09 0.05
C -2.562 2.599 -1.563 -0.03 0.09 0.01
C -1.714 1.518 -1.482 -0.02 0.04 -0.08
S -2.267 -0.029 -0.871 0.44 -0.16 0.15
C -0.400 1.640 -2.012 -0.02 -0.19 0.14
N 0.451 0.555 -1.912 -0.01 0.07 0.15
H 3.349 -0.410 -3.238 0.00 0.00 -0.01
H 1.938 -1.443 -2.982 0.02 0.01 0.02
H 2.867 -0.874 -1.598 -0.02 0.06 -0.04
H 3.053 1.802 -3.610 -0.01 -0.01 -0.01
H 1.615 3.818 -3.665 -0.01 -0.01 -0.01
H -0.586 4.854 -3.156 0.00 -0.02 0.00
H -2.855 4.645 -2.192 0.00 -0.02 0.02
H -3.568 2.492 -1.174 0.01 0.03 -0.03
Br 1.519 -4.249 -1.716 -0.01 0.04 -0.02
C 0.214 -3.470 -2.830 -0.06 -0.08 0.00
C -0.055 -4.173 -3.998 -0.03 0.00 -0.02
C -0.974 -3.659 -4.889 0.04 -0.04 0.00
C -1.580 -2.454 -4.579 -0.04 0.04 0.00
C -1.253 -1.835 -3.392 -0.01 0.15 0.07
N -0.372 -2.320 -2.497 0.10 -0.09 -0.04
H 0.459 -5.104 -4.182 -0.01 0.01 -0.01
H -1.208 -4.189 -5.803 0.00 0.01 0.01
H -2.308 -1.993 -5.231 0.02 -0.02 0.00
H -1.730 -0.906 -3.116 0.03 -0.04 0.00
C -2.663 1.830 2.018 0.02 -0.07 0.04
C -1.143 2.003 2.090 0.01 -0.02 -0.08
C -0.813 2.558 3.481 0.01 0.04 -0.02
P -0.027 0.583 1.578 -0.03 -0.11 -0.04
C 1.640 1.404 1.389 -0.01 0.10 0.01
C 1.508 2.731 0.629 0.02 0.04 0.09
C 2.565 1.608 2.590 0.06 -0.05 -0.05
C -0.094 -0.664 2.948 -0.03 -0.05 0.03
C 0.651 -0.440 4.267 -0.04 -0.04 0.02
C -1.566 -1.029 3.198 0.02 -0.01 0.08
H -3.123 2.796 2.241 0.02 -0.01 -0.02
H -3.025 1.119 2.759 -0.01 0.06 -0.04
H -3.014 1.503 1.048 0.00 -0.07 -0.11
H -0.877 2.770 1.361 -0.03 0.03 -0.08
H -1.176 1.893 4.264 -0.01 -0.02 0.00
H -1.333 3.512 3.601 0.02 -0.02 0.02
H 0.245 2.737 3.651 0.06 -0.01 -0.04
H 2.156 0.700 0.736 -0.05 0.05 0.00
H 1.322 3.560 1.317 -0.04 -0.01 0.00
H 0.712 2.735 -0.112 0.01 -0.02 -0.04
H 2.446 2.942 0.111 0.00 0.00 0.03
H 2.157 2.283 3.340 -0.04 -0.02 0.05
H 3.488 2.064 2.222 -0.01 -0.01 0.00
H 2.844 0.675 3.069 0.01 -0.02 -0.03
H 0.368 -1.535 2.492 -0.04 0.05 0.05
H 0.441 0.519 4.736 -0.01 0.03 -0.02
H 1.726 -0.541 4.146 -0.01 0.01 0.01
H 0.335 -1.223 4.962 0.00 0.02 0.00
H -2.041 -0.314 3.871 0.04 -0.02 0.02
H -1.612 -2.010 3.675 0.01 0.01 0.00
H -2.154 -1.085 2.281 0.01 0.01 0.00
```
Positions in Å, forces in eV/Å.

Computed properties:
E_LUMO (alpha / beta) (eV): -1.3 / -0.8
HOMO energy (alpha / beta) (eV): -7.9718 / -7.9983
Spin multiplicity: 2
Gap between HOMO and LUMO (alpha / beta) (eV): 6.7 / 7.2

Löwdin atomic charge list, values in e, 5 entries: number 1, Cr, carries 0.390; number 2, N, carries 0.141; number 3, C, carries -0.580; number 4, N, carries 0.062; number 5, N, carries -0.034

=====

[4]
This record from the OMol25 dataset describes the molecule C5H5N. The level of theory is wB97M-V/def2-TZVPD.

Structure (XYZ):
```
11
Properties=species:S:1:pos:R:3:forces:R:3
C -0.980 -1.099 -0.290 0.16 -0.15 -0.04
N 0.122 -1.670 0.012 -0.42 0.32 0.12
C 1.001 -0.541 0.300 0.18 0.27 0.39
C 0.621 0.650 -0.525 0.05 0.09 -0.46
C -0.846 0.381 -0.196 -0.24 0.06 -0.39
C 0.197 0.701 0.850 0.09 -0.20 0.02
H -1.858 -1.628 -0.645 0.07 -0.04 0.20
H 2.032 -0.803 0.537 -0.35 0.45 0.14
H 1.180 1.344 -1.132 -0.19 0.03 -0.09
H -1.661 1.069 -0.393 0.26 0.02 -0.13
H 0.192 1.595 1.482 0.39 -0.85 0.23
```
Positions in Å, forces in eV/Å.

Computed properties:
E_LUMO (eV): 1.1
HOMO energy (eV): -9.7499
Gap between HOMO and LUMO (eV): 10.9

Löwdin atomic charge list, values in e, 5 entries: number 1, C, carries -0.137; number 2, N, carries 0.070; number 3, C, carries -0.186; number 4, C, carries -0.138; number 5, C, carries -0.153

=====

DFT total energy, record by record: -42738.51680; -116828.51580; -162492.99651; -6752.94910 eV
Energy relative to the best compared isomer or geometry (same formula, charge and spin), record by record: 0.0; 41.9; 10.9; 285.5 kJ/mol